{
  "formula": "C20H55Cl10O18P3",
  "method": "ωB97M-V/def2-TZVPD",
  "elements": ["C", "O", "P", "O", "O", "C", "O", "C", "H", "H", "H", "H", "H", "H", "H", "H", "H", "C", "O", "P", "O", "O", "C", "O", "C", "H", "H", "H", "H", "H", "H", "H", "H", "H", "C", "O", "P", "O", "O", "C", "O", "C", "H", "H", "H", "H", "H", "H", "H", "H", "H", "Cl", "C", "Cl", "H", "H", "Cl", "C", "Cl", "H", "H", "Cl", "C", "Cl", "H", "H", "Cl", "C", "Cl", "H", "H", "Cl", "C", "Cl", "H", "H", "O", "C", "C", "O", "H", "H", "H", "H", "H", "H", "O", "C", "C", "O", "H", "H", "H", "H", "H", "H", "O", "C", "C", "O", "H", "H", "H", "H", "H", "H"],
  "xyz": [[-0.8098, 2.2698, 8.2620], [-1.4723, 3.3112, 7.5292], [-0.7297, 4.5187, 6.6958], [-1.5834, 5.4932, 5.9727], [0.1193, 5.2133, 7.9862], [-0.5563, 6.0230, 9.0089], [0.5096, 3.8082, 5.9307], [0.3535, 2.7232, 4.9471], [0.0315, 2.0148, 7.6175], [-1.3260, 1.3274, 8.0788], [-0.3804, 2.5655, 9.2192], [-0.9811, 5.3105, 9.7160], [-1.3115, 6.6862, 8.5870], [0.0858, 6.5847, 9.6874], [0.0958, 3.0115, 3.9281], [-0.4343, 2.0737, 5.3287], [1.3009, 2.1850, 4.9152], [1.3971, -4.1175, 5.3805], [2.0185, -4.6381, 4.2399], [2.5322, -3.7331, 3.0405], [3.1077, -2.4082, 3.3197], [1.1811, -3.6275, 2.0983], [0.3697, -4.7489, 1.7484], [3.5171, -4.6475, 2.1576], [4.4597, -5.4790, 2.7849], [0.3525, -4.4262, 5.4218], [1.3414, -3.0321, 5.2977], [1.8309, -4.3566, 6.3515], [-0.6505, -4.5021, 2.0421], [0.5815, -5.6310, 2.3527], [0.5094, -5.0954, 0.7244], [5.4558, -5.3045, 2.3783], [4.3396, -6.5212, 2.4889], [4.3600, -5.5662, 3.8668], [-8.6863, 0.6847, -1.9164], [-8.2190, 1.0782, -3.1988], [-7.0860, 2.1916, -3.3561], [-5.7116, 1.8592, -2.9072], [-7.6707, 3.5573, -2.6802], [-6.8579, 4.2635, -1.7467], [-7.3830, 2.4885, -4.9133], [-6.5934, 3.2627, -5.7677], [-7.9359, 0.2088, -1.2851], [-9.5771, 0.0640, -1.8189], [-8.8771, 1.6053, -1.3648], [-6.9939, 3.8849, -0.7337], [-7.2925, 5.2627, -1.7732], [-5.8100, 4.2079, -2.0415], [-6.0239, 2.8230, -6.5865], [-6.0223, 3.9948, -5.1968], [-7.4318, 3.7720, -6.2429], [6.2293, 0.2136, -7.7615], [4.8537, 0.5346, -6.7742], [4.3340, 2.2714, -6.8069], [4.0625, -0.0622, -7.2281], [5.1026, 0.3109, -5.7369], [-3.9850, -4.6578, -2.5210], [-4.6798, -3.1111, -3.0834], [-5.7175, -3.5585, -4.4899], [-5.2089, -2.6134, -2.2707], [-3.8624, -2.4909, -3.4512], [7.5849, 4.1889, -3.2348], [7.0033, 2.7498, -2.2939], [6.7532, 3.1163, -0.5900], [6.0678, 2.4614, -2.7732], [7.5437, 1.8142, -2.4373], [1.8043, 6.8936, 0.5125], [0.1016, 6.7895, 0.8787], [-0.7091, 5.3568, 0.1505], [0.0105, 6.8891, 1.9603], [-0.3809, 7.6251, 0.3718], [-4.6986, 0.2580, 2.7355], [-4.9848, -0.3775, 4.4009], [-3.5413, -1.3731, 4.7650], [-5.1969, 0.4159, 5.1176], [-5.7972, -1.0980, 4.3065], [6.9935, -2.1755, -2.2242], [6.8563, -2.1495, -0.7833], [8.1597, -2.1374, -0.1102], [8.7669, -3.3491, -0.4509], [6.6354, -3.0237, -2.4961], [6.2335, -1.2984, -0.5077], [6.1829, -2.9891, -0.6108], [8.0461, -2.1528, 0.9738], [8.7273, -1.3031, -0.5223], [8.7424, -3.3246, -1.4103], [0.3486, -5.2310, -7.7660], [0.7727, -5.1302, -6.4253], [-0.0975, -4.0189, -5.8300], [0.4159, -2.7730, -6.1123], [0.6060, -4.4495, -8.2606], [0.5673, -6.0857, -5.9426], [1.8179, -4.9395, -6.1818], [-0.0275, -4.0836, -4.7441], [-1.1448, -4.1543, -6.0998], [-0.3682, -2.2244, -6.1890], [-0.7919, 0.3960, -2.7390], [-0.3266, 0.1544, -1.4091], [1.2734, 0.3481, -1.4364], [1.8747, -0.6400, -2.1995], [-1.7195, 0.5826, -2.5765], [-0.8034, 0.7525, -0.6325], [-0.6527, -0.8440, -1.1178], [1.7168, 0.4918, -0.4511], [1.4876, 1.2816, -1.9568], [1.5751, -0.5704, -3.1089]],
  "forces_ev_per_angstrom": [[1.612, -0.085, -2.575], [-0.726, 1.168, -0.922], [1.207, 0.608, 2.794], [0.698, -1.775, 0.701], [-0.485, 0.070, -1.342], [-0.437, -1.277, -0.180], [-0.918, 0.435, -0.213], [-0.322, 0.003, 0.937], [0.855, 0.153, 0.348], [-0.910, 0.334, 1.225], [-0.799, -0.142, 0.129], [-0.665, -0.055, -0.196], [0.058, -0.169, -0.083], [0.864, 0.098, -0.943], [-0.018, 0.674, 0.268], [0.060, -0.223, -0.193], [-0.074, 0.171, 0.198], [-1.386, 1.485, 0.620], [1.247, -0.951, -0.338], [-1.034, 0.948, -2.165], [-0.711, -0.862, 0.370], [1.722, 0.042, 0.665], [0.052, -0.671, 0.967], [-1.414, 0.166, 0.792], [0.816, -1.792, -0.156], [0.015, -0.388, -0.195], [0.234, 0.141, 0.163], [0.603, -0.366, -0.444], [-0.096, 0.171, -0.686], [0.398, -0.003, 0.265], [-0.177, 0.657, -0.143], [0.083, 0.795, 0.616], [-0.711, -0.131, -0.386], [0.361, 0.791, 0.038], [0.572, 1.132, 1.880], [0.039, -0.249, -0.159], [-0.188, 0.677, -0.770], [-1.204, 0.263, -0.441], [0.302, -1.818, -0.538], [-0.369, 0.397, 0.173], [0.427, -2.430, 1.904], [-1.175, 2.041, -0.418], [0.456, -0.331, -0.509], [0.010, 0.090, -1.231], [-0.460, 0.103, 0.109], [0.114, -0.213, -0.029], [0.544, 0.165, 0.063], [-0.086, 0.259, 0.166], [0.151, -0.870, 0.670], [0.302, -0.062, -0.223], [0.615, 0.803, -0.630], [1.042, 0.023, -0.532], [-0.791, 0.544, 0.193], [0.207, -0.657, -0.026], [-0.150, 0.208, 0.655], [-0.313, -0.137, -0.262], [0.119, 0.417, 0.406], [0.276, -0.740, -0.698], [0.058, 0.755, 0.581], [-0.222, -0.285, -0.334], [-0.216, -0.114, 0.044], [0.038, -1.051, 0.581], [-0.875, -0.127, -0.993], [0.120, -0.135, -0.248], [-0.347, 0.617, 0.387], [1.052, 0.662, 0.264], [0.519, -0.198, -0.160], [-0.636, 0.538, -0.538], [0.388, 0.245, 0.639], [-0.372, -0.566, -0.222], [0.092, -0.046, 0.307], [-0.461, 0.289, 0.608], [0.344, -0.868, -1.239], [-0.280, 0.365, 0.621], [0.419, -0.146, -0.178], [-0.002, 0.374, 0.184], [0.523, 0.152, 0.188], [-2.795, 0.580, -0.954], [-0.119, -0.713, 0.099], [1.071, -0.702, -0.090], [0.032, 0.140, -0.256], [0.178, 0.445, -0.100], [0.507, -0.342, 0.996], [0.104, 0.524, -0.048], [0.195, 0.355, 0.491], [0.267, -0.396, -0.317], [0.871, -0.765, -0.749], [-1.648, 0.781, 0.503], [0.679, -2.053, 2.304], [-0.073, 1.573, -1.353], [0.130, 0.159, 0.119], [-0.335, -0.011, -0.096], [0.310, 0.302, -0.728], [-0.320, -0.535, 0.464], [0.052, -0.023, -0.333], [0.343, 0.605, -0.104], [-0.259, 0.301, 0.771], [2.017, -0.233, 0.333], [-2.400, 0.891, -0.504], [0.815, -1.285, 0.207], [-0.283, 0.130, -0.710], [0.104, 0.844, -0.277], [0.677, -0.502, -0.042], [-0.033, -0.814, 0.059], [-0.499, 0.539, 0.142], [-0.169, 0.110, -0.008]],
  "mulliken_charge": [-0.7002, -0.3020, 1.0485, -0.6614, -0.3403, -0.6665, -0.2814, -0.6221, 0.2722, 0.3503, 0.2651, 0.2534, 0.2994, 0.2713, 0.2665, 0.3056, 0.2400, -0.7554, -0.2571, 1.0049, -0.7061, -0.2321, -0.7150, -0.2566, -0.6804, 0.2700, 0.3351, 0.2715, 0.2966, 0.3052, 0.2731, 0.2650, 0.2877, 0.2906, -0.6965, -0.2983, 0.9650, -0.6046, -0.3034, -0.6312, -0.3324, -0.6306, 0.3048, 0.2947, 0.2909, 0.2620, 0.2493, 0.3225, 0.2607, 0.2744, 0.2728, -0.1404, -0.0980, -0.1671, 0.2209, 0.1874, -0.1559, -0.1307, -0.1592, 0.2667, 0.1798, -0.1625, -0.1487, -0.1451, 0.2022, 0.2539, -0.1384, -0.2512, -0.1348, 0.2648, 0.2622, -0.1232, -0.2841, -0.1405, 0.2965, 0.2536, -0.5506, -0.4143, -0.3130, -0.5307, 0.3185, 0.2923, 0.3059, 0.3277, 0.2428, 0.3210, -0.5216, -0.4581, -0.3428, -0.4979, 0.3155, 0.3159, 0.2761, 0.2627, 0.3334, 0.3152, -0.5121, -0.3235, -0.4935, -0.5110, 0.2620, 0.3652, 0.2414, 0.3715, 0.2951, 0.3031],
  "orbital_gap_ev": 9.87,
  "spin_multiplicity": 1,
  "lumo_ev": 0.0497,
  "e_tot_ev": -211578.723,
  "total_charge": 0
}